No. 1
18
Properties=species:S:1:pos:R:3:forces:R:3:mulliken_charge:R:1 method="wB97M-V/def2-TZVPD" gap_ev=10.548 charge=+2 spin_multiplicity=1 total_energy_ev=-20046.802 de_lowest_kcal_mol=44.9 molar_mass_da=134.21
C 0.6858 0.1479 -0.2331 -1.76 2.60 0.96 0.4758
C 1.4966 -2.1541 0.0101 -1.21 -2.29 0.82 -0.7164
C -0.8574 2.2805 0.0812 -0.02 1.71 -1.65 -0.6187
N -0.9271 -1.3932 -0.1503 -1.01 -1.75 -1.90 -0.4557
N 0.4749 -1.1450 -0.0660 -0.80 1.80 -1.30 0.1991
N -0.4904 0.9004 -0.1354 0.13 -2.72 -0.83 -0.0653
N -1.5193 -0.1767 0.2249 2.83 0.20 2.23 -0.0040
S 2.1791 0.9247 -0.4404 1.26 -1.31 -0.61 -0.0671
H 2.3956 -1.7676 0.4436 0.30 0.32 0.42 0.3196
H 1.0327 -2.9638 0.5994 0.55 0.42 0.39 0.3374
H 1.7005 -2.6733 -0.8965 0.19 0.23 -1.27 0.3481
H -1.1511 2.4897 1.0995 -0.20 -0.20 0.41 0.3708
H -1.7036 2.4866 -0.6556 1.21 0.20 1.06 0.3154
H 0.0323 2.9828 -0.1214 -1.41 -1.25 -0.06 0.2439
H -1.3368 -1.6837 -1.1196 1.56 0.62 1.65 0.3390
H -2.5155 -0.1751 0.0048 -0.28 0.75 -0.79 0.3815
H -1.4216 -0.1762 1.2534 -0.75 0.07 0.12 0.4008
H 1.9251 2.0962 0.1014 -0.59 0.60 0.35 0.1957

No. 2
18
Properties=species:S:1:pos:R:3:forces:R:3:mulliken_charge:R:1 method="wB97M-V/def2-TZVPD" gap_ev=8.744 smiles="CNCN=[N+]=NCN" charge=+1 spin_multiplicity=1 total_energy_ev=-10712.421 de_lowest_kcal_mol=115.3 molar_mass_da=116.15
C -1.8864 -1.2935 1.4673 -0.55 4.25 2.51 -0.6870
N -2.0535 -0.6112 0.2013 -1.24 1.69 -2.07 -0.1986
C -1.5223 -1.1145 -0.9467 2.40 -1.43 4.55 -0.2607
N -0.1437 -0.4048 -1.5115 2.11 3.50 0.44 -0.6386
N 0.3898 0.5484 -1.0422 -1.45 -1.70 -0.49 1.1574
N 0.7643 1.5678 -0.5954 -1.85 -0.48 -0.90 -0.4594
C 2.1187 2.0503 -0.2724 2.78 -2.33 -0.36 -0.3262
N 3.1278 1.0758 -0.5410 -0.15 -1.20 3.65 -0.5084
H -1.3210 -0.6062 2.2386 -0.72 -1.43 -1.51 0.2498
H -2.8493 -1.4555 1.9532 -0.07 -0.17 -0.27 0.2924
H -1.4060 -2.1851 1.3374 1.33 -2.25 -0.32 0.3058
H -2.6570 0.2360 0.1079 0.63 -1.31 0.52 0.2562
H -1.9307 -1.3251 -1.8577 -1.82 0.33 -2.22 0.4095
H -0.9754 -1.9848 -0.5916 -0.33 -0.65 -0.58 0.1966
H 2.2180 2.1365 0.7996 -0.68 1.33 0.11 0.3640
H 2.3496 2.8395 -0.9737 -0.64 0.93 0.59 0.3506
H 3.1981 0.3111 0.2168 0.00 1.60 -2.12 0.2574
H 3.2454 0.7797 -1.4617 0.27 -0.67 -1.55 0.2391

No. 3
19
Properties=species:S:1:pos:R:3:forces:R:3:mulliken_charge:R:1 method="wB97M-V/def2-TZVPD" gap_ev=8.775 smiles=Cn1nn[nH]n(C)n1C charge=0 spin_multiplicity=1 total_energy_ev=-12206.569 de_lowest_kcal_mol=129.0 molar_mass_da=130.16
C 0.3763 1.3137 -2.3663 -0.19 -0.68 2.57 -0.9127
N 0.0027 1.0913 -0.9202 1.39 -1.14 1.80 0.3340
N -1.1944 1.6606 -0.6739 -0.19 0.25 -1.13 -0.2959
N -1.8396 1.4758 0.3606 -0.52 0.16 0.59 -0.6562
N -1.3838 0.7038 1.3512 3.36 0.99 -4.11 0.0284
N -0.2238 -0.1408 1.1639 -0.51 -0.41 2.15 0.1264
C -0.5382 -1.3950 1.9299 0.87 -0.79 -1.91 -0.9005
N 0.1526 -0.3617 -0.2152 -0.78 0.98 -2.28 -0.0870
C 1.5907 -0.8736 -0.2227 -1.96 -0.47 -0.47 -0.8004
H 1.0015 2.1645 -2.4616 1.09 0.57 0.31 0.2653
H 0.7947 0.4568 -2.8106 0.52 -1.09 -0.47 0.3423
H -0.5008 1.6055 -2.8293 -1.92 0.12 -1.18 0.4040
H -2.0526 0.5617 2.0073 -1.93 -1.35 2.27 0.2108
H -1.3301 -2.1118 1.6379 -0.19 0.78 -1.07 0.3319
H 0.3594 -2.0377 1.8701 -0.22 0.60 0.89 0.2995
H -0.8989 -1.0796 2.8788 0.68 0.28 1.17 0.3586
H 1.4436 -1.9907 -0.4031 0.70 1.48 0.39 0.2547
H 2.1996 -0.4278 -1.0180 -0.50 -0.10 0.03 0.3748
H 2.0409 -0.6148 0.7211 0.29 -0.19 0.45 0.3219

No. 4
21
Properties=species:S:1:pos:R:3:forces:R:3:mulliken_charge:R:1 method="wB97M-V/def2-TZVPD" gap_ev=11.117 charge=+2 spin_multiplicity=1 total_energy_ev=-16291.477 de_lowest_kcal_mol=0.0 molar_mass_da=162.15
C -0.1686 1.6185 0.8907 -0.82 1.74 1.43 0.4794
C 1.3765 -0.1077 0.4785 2.36 0.78 -0.72 0.4601
C -0.8829 -0.6734 0.7420 3.56 2.56 1.41 0.4260
N -1.1059 0.6593 1.1164 1.82 1.22 -1.16 0.2287
N 1.0987 1.2368 0.7008 2.72 1.47 -0.42 -0.2496
N 0.4749 -1.0090 0.5157 -2.47 -0.66 -0.25 -0.5118
N -0.4925 2.8995 1.0027 -4.41 -0.78 -0.25 -0.3817
N 2.6612 -0.3547 0.1198 -0.63 0.93 0.79 -0.3737
N -0.9111 -3.1315 -0.5094 -1.03 -3.90 -7.00 -0.4542
O -1.7714 -1.4186 0.8708 -2.67 -1.65 0.45 -0.5543
O -2.3438 1.0754 1.4640 -0.50 -0.25 0.17 -0.4332
H 1.9337 1.9804 0.6158 -2.82 -2.10 0.13 0.3766
H -1.7820 -2.9665 -1.0703 0.27 1.49 1.29 0.4012
H -1.5810 3.1572 1.0146 3.28 -0.85 0.18 0.3044
H 0.1172 3.6631 1.1569 0.95 0.53 -0.08 0.2300
H 3.4079 0.2982 0.3629 -0.43 -0.28 -0.21 0.2245
H 2.9736 -1.2789 -0.0938 -0.12 -0.55 0.03 0.2544
H -0.5708 -2.4825 0.1439 0.46 0.44 0.93 0.3848
H -0.3044 -3.2463 -1.4094 -0.26 -0.12 2.43 0.4084
H -2.6264 0.4002 2.1166 -0.31 0.36 -0.12 0.3916
H -1.2245 -4.0560 -0.2165 1.03 -0.37 0.97 0.3884

No. 5
15
Properties=species:S:1:pos:R:3:forces:R:3:mulliken_charge:R:1 method="wB97M-V/def2-TZVPD" gap_ev=5.414 charge=-1 spin_multiplicity=1 total_energy_ev=-6810.101 de_lowest_kcal_mol=15.5 molar_mass_da=76.12
N 1.8174 -1.1634 3.9075 -0.54 -0.41 -0.43 -0.6002
H 1.3047 -0.3011 4.0200 0.33 -0.04 -0.11 0.2052
H 2.3689 -1.2163 3.0655 -0.14 0.31 -0.01 0.2090
H 2.3599 -1.4188 4.7002 0.33 0.12 0.55 0.1852
C -0.4216 1.2127 -1.7216 0.19 0.01 0.57 -0.4407
O -1.7354 1.1326 -1.9414 -0.08 -0.05 -0.05 -0.8655
C 0.2102 -0.1575 -1.2761 -1.18 -0.01 -0.44 -0.4664
C -0.5097 -0.6684 -0.0250 0.36 0.06 -0.18 -1.0052
H -0.1511 1.9263 -0.8661 0.08 -0.06 -0.29 0.1554
H 0.1649 1.5791 -2.6089 0.17 -0.05 0.09 0.2035
H 1.3017 -0.1565 -1.1762 0.04 0.16 0.08 0.3522
H -0.0855 -0.8449 -2.0830 0.37 -0.02 -0.05 0.2534
H -0.1996 -1.6947 0.2012 0.02 0.10 0.32 0.3135
H -1.5808 -0.6650 -0.2152 -0.05 0.07 -0.12 0.2701
H -0.3350 0.0058 0.8224 0.11 -0.20 0.09 0.2305

No. 6
15
Properties=species:S:1:pos:R:3:forces:R:3:mulliken_charge:R:1 method="wB97M-V/def2-TZVPD" gap_ev="6.366 / 10.637" charge=0 spin_multiplicity=2 total_energy_ev=-6808.672 de_lowest_kcal_mol=1.7 molar_mass_da=76.12
C -2.1289 -0.3019 -0.5447 -0.61 0.56 -0.37 -0.9939
C -0.9637 0.6751 -0.5556 0.01 0.03 0.79 -0.4562
C 0.7712 -1.0511 -1.0414 0.00 -0.84 -0.90 -0.6846
N 0.3164 0.0442 -0.3681 0.56 0.16 0.49 -0.0829
H -2.0266 -1.1678 -1.1890 0.33 -0.15 0.04 0.3272
H -2.3609 -0.5992 0.4765 0.17 -0.28 -0.04 0.2726
H -3.0108 0.2191 -0.9184 -0.13 0.08 0.04 0.3103
H -0.9729 1.4161 -1.3563 -0.04 -0.42 -0.71 0.3020
H -1.1003 1.3053 0.3190 -0.01 0.13 0.24 0.2690
H 1.7311 -1.5270 -0.9311 0.25 0.62 0.63 0.2965
H 0.1725 -1.5681 -1.7704 -0.53 0.33 0.00 0.2635
H 0.9364 0.5146 0.2734 0.08 -0.20 -0.14 0.1764
H 3.4907 1.2264 2.5412 -0.02 -0.52 0.24 0.3143
H 2.5128 -0.0274 2.7244 0.52 0.00 0.24 0.3203
O 2.6330 0.8419 2.3406 -0.57 0.50 -0.55 -0.6344